[1]
A cluster of 7 separate species, C33H58BrF4IN2O13PS6 in total in a non-equilibrium geometry, computed with the ωB97M-V functional and the def2-TZVPD basis.

Each line ends with the Mulliken charge.
Positions of all 119 atoms, in Å:
O1 7.1047 3.1412 -1.6824  -0.436
P1 6.6855 2.1670 -2.9031  0.030
I1 7.2800 -0.0313 -2.1853  0.134
N1 4.8427 2.2133 -2.6143  0.880
N2 4.3068 1.1539 -2.0013  -0.737
C1 3.0169 1.1468 -1.8394  -1.129
C2 2.1640 2.1697 -2.2902  -0.022
C3 0.6671 2.0846 -2.0941  1.044
F1 0.3830 1.3871 -0.9795  -0.189
F2 0.2052 3.3507 -1.9317  -0.298
C4 -0.0682 1.4528 -3.3150  0.101
F3 -1.2427 0.9634 -2.8831  -0.157
F4 -0.2949 2.4242 -4.2209  -0.277
C5 2.7306 3.2346 -2.9043  -0.110
C6 4.1222 3.2480 -3.0468  0.410
C7 4.8137 4.4136 -3.6966  -0.789
C8 4.0486 5.7518 -3.4767  -0.943
C9 5.0324 6.9157 -3.4726  -0.867
Br1 4.2036 8.4636 -2.6408  -0.141
H1 8.0168 3.4510 -1.7801  0.374
H2 2.6088 0.2867 -1.3201  0.729
H3 0.5378 0.6617 -3.7663  0.354
H4 2.1248 4.0499 -3.2725  0.519
H5 5.8160 4.5476 -3.3011  0.421
H6 4.8232 4.2020 -4.7702  0.310
H7 3.2776 5.8930 -4.2307  0.353
H8 3.6276 5.7115 -2.4694  0.585
H9 5.9010 6.7038 -2.8540  0.415
H10 5.3354 7.2263 -4.4685  0.438
C10 -3.9549 2.3390 -1.9398  -0.505
C11 -3.6286 1.7591 -0.5567  -0.551
C12 -4.8573 1.9716 0.3357  -0.381
S1 -6.2819 1.9844 -0.7691  1.200
O2 -6.8779 3.2938 -0.7442  -0.695
O3 -7.0543 0.7929 -0.5630  -0.557
C13 -5.3432 1.8211 -2.2949  -0.833
H11 -3.2220 2.0498 -2.6859  0.205
H12 -3.9678 3.4303 -1.8862  0.289
H13 -3.4181 0.6899 -0.6499  0.148
H14 -2.7465 2.2288 -0.1206  0.451
H15 -4.9910 1.1785 1.0651  0.057
H16 -4.8283 2.9324 0.8447  0.430
H17 -5.8374 2.3834 -3.0835  0.486
H18 -5.3185 0.7612 -2.5489  0.291
C14 -9.4207 0.1788 4.5740  -0.553
C15 -8.5070 -1.0538 4.6121  -0.759
C16 -7.5722 -0.9711 3.3974  -0.525
S2 -7.3914 0.7792 3.0308  1.365
O4 -7.9720 1.0439 1.7435  -0.641
O5 -6.0410 1.1948 3.3408  -0.745
C17 -8.5052 1.3684 4.3029  -0.887
H19 -9.9695 0.3053 5.5057  0.383
H20 -10.1479 0.0773 3.7658  0.271
H21 -7.9191 -1.0427 5.5317  0.310
H22 -9.0765 -1.9813 4.5990  0.339
H23 -6.5948 -1.3982 3.6080  0.341
H24 -8.0072 -1.4550 2.5247  0.332
H25 -9.0227 2.2522 3.9377  0.399
H26 -7.9058 1.6177 5.1783  0.364
C18 7.0593 -4.1787 -4.7504  -0.526
C19 6.9065 -4.5556 -6.2306  -0.632
C20 7.2220 -3.3032 -7.0586  -0.633
S3 8.3690 -2.3270 -6.0733  1.120
O6 7.7287 -1.0841 -5.7062  -0.616
O7 9.6675 -2.3221 -6.6890  -0.668
C21 8.3756 -3.4157 -4.6495  -0.570
H27 7.0586 -5.0561 -4.1061  0.350
H28 6.2313 -3.5351 -4.4433  0.260
H29 7.6131 -5.3491 -6.4786  0.309
H30 5.9075 -4.9271 -6.4517  0.324
H31 7.6978 -3.5363 -8.0074  0.346
H32 6.3370 -2.6934 -7.2289  0.353
H33 8.4732 -2.8197 -3.7453  0.219
H34 9.2327 -4.0801 -4.7531  0.345
C22 0.9065 -1.9784 2.4697  -0.245
C23 1.2195 -0.6615 1.7520  -0.475
C24 2.7390 -0.4753 1.7879  -0.250
S4 3.4461 -2.1294 1.8587  1.179
O8 4.1141 -2.2817 3.1269  -0.640
O9 4.1277 -2.4188 0.6186  -0.691
C25 1.8883 -3.0067 1.9165  -0.850
H35 -0.1253 -2.2891 2.3153  0.395
H36 1.0633 -1.8542 3.5368  -0.187
H37 0.8706 -0.7288 0.7178  0.206
H38 0.7173 0.1823 2.2181  0.492
H39 3.1295 0.0263 0.9066  0.037
H40 3.0536 0.0574 2.6836  0.171
H41 2.0000 -3.8875 2.5444  0.481
H42 1.6378 -3.3035 0.8981  0.356
C26 -4.9392 -2.6301 -0.8007  -0.029
C27 -6.1482 -3.3725 -1.3908  -0.784
C28 -6.2637 -4.7173 -0.6657  -0.687
S5 -5.5500 -4.4755 0.9628  1.164
O10 -4.3480 -5.2662 1.0539  -0.689
O11 -6.5788 -4.5512 1.9675  -0.660
C29 -5.0735 -2.7653 0.7222  -0.237
H43 -4.9210 -1.5911 -1.1280  -0.307
H44 -4.0073 -3.1065 -1.1146  0.392
H45 -7.0461 -2.7729 -1.2333  0.276
H46 -6.0434 -3.5302 -2.4634  0.428
H47 -7.2907 -5.0536 -0.5508  0.385
H48 -5.6743 -5.4868 -1.1604  0.346
H49 -4.1426 -2.5668 1.2485  0.499
H50 -5.8745 -2.1530 1.1355  -0.125
C30 3.4982 -0.0797 6.4311  -0.485
C31 2.9277 1.0046 7.3568  -0.658
C32 1.5209 1.3483 6.8503  -0.662
S6 0.9033 -0.1395 6.0488  1.060
O12 0.7326 0.1278 4.6352  -0.534
O13 -0.1749 -0.7040 6.8130  -0.712
C33 2.3916 -1.1146 6.2679  -0.516
H51 4.4017 -0.5284 6.8391  0.408
H52 3.7485 0.3529 5.4595  0.137
H53 2.8682 0.6190 8.3759  0.306
H54 3.5602 1.8904 7.3791  0.356
H55 0.8372 1.6140 7.6522  0.354
H56 1.5391 2.1396 6.1034  0.358
H57 2.5306 -1.7690 5.4090  0.261
H58 2.2586 -1.7061 7.1731  0.368

Computed properties:
- Total charge: +1
- E_tot: -8381.217528 hartree



[2]
A cluster of 11 separate species, C45H88BrNO12 in total in a non-equilibrium geometry, computed with the ωB97M-V functional and the def2-TZVPD basis.

Each line ends with the Mulliken charge.
Positions of all 147 atoms, in Å:
C1 5.0484 4.2747 1.8457  -1.067
C2 4.6048 3.9618 0.3768  -0.594
C3 5.6298 3.0611 -0.3973  -0.266
C4 5.0460 1.6926 -0.8217  -0.621
C5 5.5977 0.4883 0.0054  -0.448
C6 6.3240 -0.5921 -0.8500  -0.844
C7 5.7628 -2.0115 -0.6685  -1.030
C8 4.4958 -2.2301 -1.5703  -0.839
C9 3.1950 -2.4101 -0.7588  -0.227
C10 2.9153 -3.8922 -0.3607  -0.777
C11 1.4980 -4.3877 -0.7678  -0.582
C12 0.5947 -4.7886 0.4443  -1.904
C13 -0.2136 -3.6329 1.0162  0.699
C14 -0.0393 -3.3335 2.3452  -0.406
C15 -0.7006 -2.3077 2.9918  0.547
C16 -0.4413 -2.1142 4.4724  -1.741
C17 0.9196 -1.4106 4.7692  0.669
C18 1.4759 -0.5784 3.6105  -1.382
Br1 0.7431 -0.2465 6.3458  -0.167
C19 -1.5578 -1.5218 2.2446  0.460
C20 -1.7593 -1.8067 0.8826  -0.028
C21 -1.1124 -2.8696 0.2679  0.602
C22 -1.3972 -3.1929 -1.2028  -1.261
C23 -2.9152 -3.5600 -1.3882  -0.380
C24 -3.5553 -2.9553 -2.6726  -0.566
N1 -4.4339 -3.8510 -3.4161  -0.721
C25 -2.7004 -0.9037 0.1335  1.055
O1 -2.6223 -0.7056 -1.0722  -0.665
C26 -3.7758 -0.1529 0.8911  -0.420
C27 -4.9891 0.2737 0.1053  -0.552
C28 -5.0205 1.7938 -0.1394  0.980
C29 -6.1417 2.3623 -0.7254  -0.838
C30 -6.2491 3.7161 -0.9409  -0.598
C31 -5.2125 4.5589 -0.5843  -0.386
C32 -4.0846 3.9985 -0.0240  -0.822
C33 -3.9801 2.6394 0.1907  -0.352
C34 -3.5445 0.1012 2.1724  -0.110
C35 -2.3002 -0.3641 2.8725  -0.025
O2 -1.9671 0.1795 3.9121  -0.600
H1 4.2050 4.6275 2.4494  0.357
H2 5.4259 3.3577 2.3169  0.297
H3 5.8446 5.0243 1.8068  0.161
H4 3.6118 3.4994 0.4268  0.401
H5 4.4837 4.9410 -0.1041  0.301
H6 5.9363 3.6350 -1.2815  -0.113
H7 6.5169 2.9729 0.2425  0.409
H8 5.1563 1.5369 -1.8980  0.424
H9 3.9631 1.7399 -0.6348  0.280
H10 4.8097 0.0525 0.6326  0.174
H11 6.3260 0.9146 0.7080  0.498
H12 7.3843 -0.5792 -0.5615  0.425
H13 6.2713 -0.2793 -1.8984  0.242
H14 5.4322 -2.2073 0.3599  0.419
H15 6.5379 -2.7456 -0.9263  0.430
H16 4.3706 -1.3005 -2.1454  0.342
H17 4.6564 -3.0379 -2.2934  0.541
H18 3.2185 -1.7741 0.1362  -0.128
H19 2.3846 -2.0121 -1.3860  0.357
H20 3.6317 -4.4793 -0.9533  0.358
H21 3.1439 -4.0621 0.6976  0.412
H22 1.5904 -5.2633 -1.4178  0.524
H23 1.0575 -3.6114 -1.3970  0.382
H24 -0.0106 -5.6814 0.2596  0.456
H25 1.2883 -5.0889 1.2435  0.362
H26 0.6375 -3.9265 2.9623  0.342
H27 -0.3629 -3.1166 4.9210  0.431
H28 -1.2746 -1.6380 4.9864  0.642
H29 1.6518 -2.1869 5.0036  0.029
H30 2.4688 -0.2195 3.9177  0.555
H31 1.6407 -1.1621 2.6996  0.103
H32 0.8653 0.3138 3.4340  0.317
H33 -1.1516 -2.3443 -1.8420  0.495
H34 -0.8457 -4.1027 -1.4359  0.398
H35 -3.4736 -3.2466 -0.4988  0.011
H36 -3.0341 -4.6511 -1.4565  0.544
H37 -4.1846 -2.1166 -2.3449  0.023
H38 -2.7986 -2.4943 -3.3172  0.483
H39 -3.9284 -4.5408 -3.9548  0.265
H40 -5.1134 -4.2716 -2.7960  0.235
H41 -5.9108 -0.0423 0.6084  0.538
H42 -4.9895 -0.1760 -0.8947  -0.104
H43 -6.9471 1.6856 -1.0095  0.599
H44 -7.1558 4.0935 -1.4059  0.422
H45 -5.2879 5.6236 -0.7798  0.393
H46 -3.2646 4.6672 0.2295  0.365
H47 -3.0520 2.2835 0.6286  0.372
H48 -4.2764 0.6712 2.7483  0.474
C36 8.8005 6.7914 0.7547  -0.486
O3 8.1628 5.5267 0.5627  -0.401
H49 8.3081 7.3038 1.5772  0.190
H50 9.8487 6.6456 0.9999  0.166
H51 8.7113 7.3955 -0.1535  0.299
H52 8.6183 5.0987 -0.1672  0.246
C37 -10.0312 2.3182 -1.4900  -0.377
O4 -8.8826 2.4741 -2.3202  -0.363
H53 -9.7438 2.5102 -0.4591  -0.011
H54 -10.8053 3.0313 -1.7858  0.303
H55 -10.4124 1.2978 -1.5727  0.284
H56 -9.1554 2.3003 -3.2261  0.239
C38 -5.5093 2.5204 -4.4798  -0.547
O5 -4.5851 2.9138 -3.4741  -0.658
H57 -5.0187 2.5872 -5.4490  0.245
H58 -5.8311 1.4877 -4.3111  0.237
H59 -6.3787 3.1805 -4.4723  0.192
H60 -5.0540 2.8427 -2.6320  0.412
C39 -5.8857 -4.3706 1.3939  -0.463
O6 -6.0803 -4.6428 0.0089  -0.471
H61 -6.3947 -3.4396 1.6319  0.182
H62 -6.3065 -5.1749 2.0024  0.318
H63 -4.8194 -4.2632 1.6146  0.136
H64 -5.6252 -5.4667 -0.1860  0.285
C40 1.4650 -8.3592 -1.1219  -0.634
O7 0.5120 -7.3216 -1.3428  -0.379
H65 2.3044 -7.9386 -0.5726  0.236
H66 1.0195 -9.1657 -0.5345  0.276
H67 1.8224 -8.7559 -2.0752  0.274
H68 -0.2183 -7.7154 -1.8292  0.252
C41 11.1274 6.4173 4.3085  -0.537
O8 10.9748 6.2576 2.9011  -0.458
H69 10.6195 7.3321 4.6035  0.214
H70 10.6797 5.5724 4.8373  0.257
H71 12.1857 6.4945 4.5706  0.235
H72 11.4272 5.4461 2.6539  0.275
C42 -9.2765 1.9565 2.4352  -0.643
O9 -8.5817 0.9517 1.7062  -0.436
H73 -10.3329 1.6997 2.4637  0.247
H74 -8.8962 2.0167 3.4581  0.281
H75 -9.1538 2.9250 1.9419  0.241
H76 -7.6527 1.2028 1.6936  0.277
C43 3.9617 -3.4292 6.4995  -0.555
O10 3.7192 -3.6227 5.1062  -0.460
H77 3.4661 -2.5111 6.8079  0.207
H78 3.5549 -4.2665 7.0722  0.263
H79 5.0342 -3.3389 6.6869  0.277
H80 4.1607 -4.4353 4.8456  0.279
C44 7.2558 2.9145 -4.3229  -0.587
O11 6.9243 1.7071 -3.6444  -0.400
H81 6.9257 3.7499 -3.7098  0.202
H82 8.3368 2.9833 -4.4711  0.255
H83 6.7500 2.9588 -5.2907  0.277
H84 7.2200 0.9765 -4.1949  0.262
C45 -7.4081 3.7248 -7.4400  -0.592
O12 -7.6540 2.5832 -6.6254  -0.466
H85 -7.7291 4.6082 -6.8932  0.228
H86 -6.3413 3.8100 -7.6631  0.275
H87 -7.9732 3.6559 -8.3731  0.289
H88 -7.3653 1.8110 -7.1197  0.278

Computed properties:
- SMILES: CCCCCCCCCCCCc1cc(C[C@@H](C)Br)c2c(c1CCCN)C(=O)C(Cc1ccccc1)=CC2=O.CO.CO.CO.CO.CO.CO.CO.CO.CO.CO
- E_tot: -5298.869582 hartree



[3]
A cluster of 2 separate species, C2H6NO2 in total in a non-equilibrium geometry, computed with the ωB97M-V functional and the def2-TZVPD basis.

Each line ends with the Mulliken charge.
Positions of all 11 atoms, in Å:
C1 0.6356 1.9124 -0.4045  -0.097
N1 1.2403 1.1140 0.3848  -0.066
H1 -0.1102 1.4741 -1.0608  0.300
H2 0.7241 2.9843 -0.2504  0.292
H3 2.0983 1.4452 0.8189  0.272
H4 0.8280 0.1849 0.5582  0.320
O1 -0.2521 -0.8373 -0.4879  -0.607
C2 -0.7050 -1.9174 -0.1656  0.266
O2 -1.8931 -2.1512 0.3361  -0.369
H5 -0.1563 -2.8627 -0.2326  0.343
H6 -2.4096 -1.3463 0.5037  0.346

Computed properties:
- Total charge: +1
- Energy above the lowest of the compared OMol25 structures with the same formula, charge and spin: 102.5 kJ/mol
- E_tot: -284.764719 hartree



[4]
An isolated molecule of C23H26N2O2, computed with the ωB97M-V functional and the def2-TZVPD basis.

Each line ends with the Mulliken charge.
Positions of all 53 atoms, in Å:
C1 8.1441 1.5228 -0.8999  -1.818
C2 6.9159 0.6942 -0.6657  1.446
C3 6.9461 -0.6630 -1.0086  -0.913
C4 5.8589 -1.4769 -0.8184  -1.281
C5 4.6820 -0.9552 -0.2711  0.919
C6 3.5183 -1.7439 -0.0319  -0.543
C7 2.3840 -1.2318 0.4994  0.646
C8 1.1747 -2.0825 0.7576  -1.135
C9 0.0280 -1.8048 -0.2314  -0.860
N1 -0.7750 -0.6812 0.1842  -0.106
C10 -2.0995 -0.7974 0.4191  0.683
O1 -2.7363 -1.7964 0.1471  -0.692
C11 -2.7048 0.4524 1.0445  -0.726
C12 -4.2285 0.4488 0.9705  -0.624
C13 -4.7276 0.6462 -0.4654  -0.902
C14 -6.2256 0.5770 -0.5114  0.242
C15 -6.9991 1.7292 -0.4726  -0.374
C16 -8.3811 1.6532 -0.4757  -0.542
C17 -9.0080 0.4200 -0.5138  -0.391
C18 -8.2454 -0.7357 -0.5495  -0.583
C19 -6.8649 -0.6565 -0.5476  -0.347
C20 2.3255 0.1869 0.8280  0.492
O2 1.3487 0.7760 1.2801  -0.887
N2 3.4779 0.8946 0.6004  -0.026
C21 4.6450 0.4079 0.0722  -0.698
C22 5.7607 1.2409 -0.1205  1.120
C23 5.6590 2.6888 0.2705  -1.894
H1 8.9326 0.9140 -1.3339  0.377
H2 7.9338 2.3446 -1.5831  0.380
H3 8.5138 1.9417 0.0352  0.381
H4 7.8512 -1.0729 -1.4315  0.324
H5 5.8977 -2.5219 -1.0859  0.438
H6 3.5669 -2.7945 -0.2846  0.398
H7 1.4612 -3.1321 0.6827  0.433
H8 0.8056 -1.8929 1.7681  0.351
H9 0.4395 -1.6238 -1.2322  0.420
H10 -0.6438 -2.6665 -0.2811  0.399
H11 -0.2599 0.1057 0.5679  0.291
H12 -2.2955 1.3347 0.5488  0.415
H13 -2.3840 0.4785 2.0894  0.398
H14 -4.5940 -0.5105 1.3403  0.291
H15 -4.6322 1.2391 1.6076  0.427
H16 -4.3833 1.6132 -0.8404  0.440
H17 -4.3017 -0.1419 -1.0881  0.357
H18 -6.5150 2.6958 -0.4431  0.344
H19 -8.9704 2.5588 -0.4482  0.368
H20 -10.0867 0.3595 -0.5167  0.369
H21 -8.7300 -1.7012 -0.5799  0.366
H22 -6.2687 -1.5571 -0.5758  0.417
H23 3.4280 1.8760 0.8446  0.204
H24 4.8717 3.1845 -0.2988  0.393
H25 6.5873 3.2157 0.0834  0.420
H26 5.4287 2.7829 1.3324  0.395

Computed properties:
- SMILES: Cc1ccc2cc(CCNC(=O)CCCc3ccccc3)c(=O)[nH]c2c1C
- Energy above the lowest of the compared OMol25 structures with the same formula, charge and spin: 13.3 kJ/mol
- E_tot: -1152.110941 hartree